The following is a DFT calculation (ωB97M-V with the def2-TZVPD basis set) of C5H10O3Sm as an isolated structure in a non-equilibrium geometry.

Cartesian coordinates (Å):
Sm1 1.41 0.45 -0.90
O1 -0.05 -1.22 -0.16
O2 -1.52 1.37 -0.38
O3 3.02 0.97 0.77
C1 0.25 -2.59 -0.41
C2 -1.62 0.44 0.66
C3 -1.41 -0.99 0.21
C4 3.05 1.97 -0.03
C5 -0.24 2.05 -0.52
H1 -2.06 -1.23 -0.64
H2 -2.64 0.50 1.07
H3 1.31 -2.65 -0.68
H4 -1.66 -1.67 1.05
H5 -0.08 2.65 0.40
H6 -0.38 -2.97 -1.23
H7 0.07 -3.18 0.50
H8 -0.35 2.69 -1.41
H9 -0.91 0.67 1.48
H10 3.81 2.75 0.25

Its total energy is -29388.5326 eV. The HOMO energy (alpha / beta) comes out at -5.36 / -6.55 eV. The calculation puts the energy above the lowest of the compared OMol25 structures with the same formula, charge and spin at 2.698 eV. The LUMO energy (alpha / beta) is 0.0042 / -0.0084 hartree. As for the charge: 0. Its gap between HOMO and LUMO (alpha / beta) is 5.48 / 6.32 eV. Its multiplicity is 7.